Entry 1:
{"formula": "C44H58BIrN10O3P2S", "method": "ωB97M-V with the def2-TZVPD basis set", "homo_energy_ev": -11.9, "max_force_ha_per_bohr": 0.01247, "total_charge": 2, "e_above_lowest_ev": 0.0000, "e_tot_ha": -3694.346885, "species": ["Ir", "C", "C", "C", "P", "C", "C", "C", "C", "C", "C", "C", "C", "C", "C", "N", "C", "C", "C", "C", "C", "C", "C", "P", "C", "C", "C", "C", "C", "C", "H", "H", "H", "H", "H", "H", "H", "H", "H", "H", "H", "H", "H", "H", "H", "H", "H", "H", "H", "H", "H", "H", "H", "H", "H", "H", "H", "H", "H", "H", "H", "H", "H", "H", "H", "H", "H", "H", "H", "H", "C", "C", "N", "N", "C", "B", "N", "C", "C", "C", "N", "N", "C", "C", "C", "N", "N", "C", "C", "C", "N", "H", "H", "H", "H", "H", "H", "H", "H", "H", "H", "H", "H", "N", "C", "C", "C", "C", "C", "C", "S", "O", "O", "O", "H", "H", "H", "H", "H", "H"], "coordinates": [[-0.353, 0.861, -0.507], [3.904, -0.853, 5.074], [3.124, -0.116, 3.993], [3.678, 1.281, 3.730], [1.160, -0.914, -0.323], [2.855, -0.717, -0.957], [3.513, 0.585, -0.489], [3.716, -1.945, -0.665], [1.049, -2.328, 0.836], [1.349, -2.879, 2.066], [0.967, -4.196, 2.316], [1.305, -4.867, 3.621], [0.282, -4.901, 1.323], [0.011, -4.377, 0.066], [0.443, -3.082, -0.165], [0.390, -2.174, -1.238], [0.217, -2.414, -2.596], [0.371, -3.706, -3.106], [0.169, -3.961, -4.446], [-0.158, -2.939, -5.336], [-0.370, -3.205, -6.801], [-0.276, -1.661, -4.821], [-0.121, -1.365, -3.456], [-0.298, 0.392, -2.965], [-1.871, 0.884, -3.855], [-2.009, 2.379, -4.172], [-3.155, 0.296, -3.272], [0.981, 1.159, -4.147], [2.277, 0.362, -4.313], [1.380, 2.627, -4.003], [3.830, -0.336, 6.034], [4.959, -0.889, 4.805], [3.560, -1.880, 5.207], [1.534, 0.916, 4.971], [4.720, 1.223, 3.414], [3.643, 1.887, 4.638], [3.115, 1.802, 2.953], [2.670, -0.673, -2.035], [3.927, 0.472, 0.516], [2.824, 1.432, -0.470], [4.338, 0.848, -1.152], [3.839, -2.096, 0.408], [4.705, -1.792, -1.099], [3.297, -2.855, -1.094], [1.907, -2.349, 2.819], [1.701, -4.153, 4.343], [2.059, -5.643, 3.479], [0.428, -5.344, 4.060], [-0.028, -5.918, 1.534], [-0.510, -4.963, -0.677], [0.675, -4.508, -2.449], [0.296, -4.971, -4.816], [-0.075, -4.218, -7.065], [0.206, -2.513, -7.417], [-1.422, -3.085, -7.068], [-0.469, -0.864, -5.528], [-1.710, 0.393, -4.815], [-2.067, 3.031, -3.305], [-2.924, 2.520, -4.748], [-1.190, 2.747, -4.785], [-3.341, 0.590, -2.236], [-3.156, -0.794, -3.315], [-4.001, 0.643, -3.865], [0.388, 1.067, -5.062], [2.964, 0.583, -3.496], [2.762, 0.711, -5.225], [2.148, -0.715, -4.401], [2.064, 2.762, -3.171], [0.551, 3.318, -3.892], [1.928, 2.916, -4.901], [-1.017, 3.678, 2.555], [-0.111, 3.119, 1.660], [-0.391, 1.829, 1.443], [-1.464, 1.532, 2.235], [-1.862, 2.647, 2.890], [-1.746, 0.093, 2.651], [-2.135, -0.759, 1.428], [-2.995, -1.797, 1.398], [-3.121, -2.263, 0.110], [-2.281, -1.454, -0.634], [-1.674, -0.559, 0.145], [-0.317, -0.349, 3.423], [-0.302, -1.197, 4.569], [0.883, -1.041, 5.162], [1.624, -0.020, 4.381], [0.751, 0.283, 3.273], [-2.726, 0.037, 3.795], [-2.570, 0.664, 5.004], [-3.658, 0.381, 5.774], [-4.457, -0.445, 4.953], [-3.901, -0.651, 3.779], [-1.034, 4.694, 2.912], [0.716, 3.610, 1.176], [-2.692, 2.620, 3.574], [-3.495, -2.084, 2.307], [-3.746, -3.066, -0.239], [-2.066, -1.490, -1.686], [-1.161, -1.801, 4.811], [1.220, -1.501, 6.077], [3.184, -0.681, 3.060], [-1.703, 1.268, 5.224], [-3.862, 0.721, 6.775], [-5.413, -0.893, 5.178], [-1.821, 2.442, -0.813], [-0.886, 3.531, -1.040], [0.436, 3.133, -1.113], [1.468, 4.040, -1.109], [1.141, 5.391, -1.100], [-0.187, 5.804, -1.110], [-1.218, 4.872, -1.070], [2.524, 6.555, -1.014], [2.724, 6.617, 0.419], [1.992, 7.738, -1.643], [3.547, 5.836, -1.749], [-2.324, 2.590, 0.063], [-2.522, 2.336, -1.541], [0.831, 2.048, -1.152], [2.517, 3.767, -1.138], [-0.389, 6.868, -1.130], [-2.256, 5.185, -1.019]], "atomic_forces_ev_per_a": [[0.29, 0.45, -0.18], [0.01, 0.03, 0.04], [-0.12, -0.04, 0.01], [-0.03, 0.01, 0.02], [-0.53, -0.21, -0.30], [-0.02, 0.06, 0.16], [-0.02, -0.04, 0.06], [0.05, -0.02, -0.08], [0.00, 0.38, 0.15], [-0.03, 0.02, -0.02], [0.00, -0.02, 0.02], [-0.01, 0.01, 0.01], [0.03, -0.06, 0.03], [-0.01, 0.05, -0.10], [-0.13, -0.20, 0.17], [0.51, 0.11, 0.13], [0.00, 0.13, -0.05], [0.00, 0.06, 0.05], [0.01, 0.01, -0.06], [0.02, -0.09, -0.01], [-0.01, 0.01, 0.01], [0.03, 0.07, 0.06], [-0.27, 0.07, -0.17], [-0.21, -0.23, 0.02], [0.04, 0.11, 0.12], [0.04, -0.04, -0.07], [0.05, -0.02, 0.04], [0.13, 0.07, 0.27], [-0.04, -0.03, 0.00], [-0.09, 0.00, 0.02], [0.00, -0.01, -0.01], [0.01, 0.01, 0.01], [0.00, 0.01, -0.01], [0.02, 0.01, 0.02], [-0.02, -0.01, -0.01], [0.02, 0.00, -0.01], [0.00, 0.00, 0.01], [0.02, 0.07, -0.02], [-0.06, 0.01, -0.02], [0.02, 0.01, -0.02], [0.01, -0.03, 0.01], [0.01, 0.02, -0.01], [-0.01, -0.02, -0.01], [-0.02, 0.00, 0.02], [0.02, 0.18, 0.15], [0.00, 0.01, 0.01], [0.00, 0.00, -0.01], [0.00, 0.01, 0.00], [-0.01, 0.01, 0.00], [0.02, 0.00, 0.00], [0.00, 0.01, 0.00], [-0.01, 0.01, 0.01], [0.01, 0.00, 0.00], [0.00, 0.00, 0.01], [0.01, -0.01, 0.00], [-0.04, -0.03, 0.00], [-0.07, -0.01, -0.02], [0.00, 0.03, 0.06], [-0.01, -0.01, 0.02], [-0.02, -0.02, -0.02], [0.01, -0.02, -0.02], [-0.01, 0.02, -0.01], [0.00, -0.01, -0.01], [0.04, -0.09, -0.06], [0.04, 0.03, -0.04], [0.01, -0.01, 0.00], [-0.03, 0.00, 0.03], [0.05, 0.04, -0.01], [0.00, 0.04, 0.11], [-0.03, -0.03, -0.03], [0.02, 0.00, 0.12], [0.25, -0.04, 0.04], [-0.46, -0.13, -0.28], [-0.22, 0.12, -0.22], [0.18, -0.02, 0.07], [-0.05, 0.07, -0.02], [0.45, -0.15, 0.05], [0.02, -0.09, 0.13], [0.00, 0.01, 0.06], [0.09, -0.02, 0.04], [-0.23, 0.24, -0.07], [-0.22, -0.22, 0.10], [0.16, -0.11, -0.17], [0.12, -0.14, -0.09], [-0.02, 0.00, 0.07], [0.15, 0.09, 0.06], [-0.07, 0.07, -0.08], [-0.01, -0.08, 0.03], [-0.01, 0.01, 0.00], [-0.03, -0.03, 0.01], [-0.01, 0.13, 0.07], [0.00, -0.01, -0.02], [-0.04, -0.01, 0.04], [-0.01, 0.02, -0.04], [0.01, -0.05, -0.08], [0.00, 0.01, 0.01], [0.01, 0.00, 0.03], [-0.01, 0.04, 0.01], [-0.01, -0.01, -0.02], [-0.02, -0.11, -0.01], [-0.02, -0.03, 0.02], [0.01, -0.01, -0.01], [0.01, 0.00, 0.00], [-0.02, -0.28, 0.31], [-0.10, -0.03, -0.39], [-0.14, -0.14, 0.15], [0.11, 0.05, -0.02], [0.04, -0.10, -0.02], [-0.02, 0.02, 0.02], [0.07, -0.01, 0.13], [0.01, 0.07, -0.19], [-0.03, -0.06, 0.07], [0.04, -0.03, 0.07], [0.00, 0.02, 0.06], [-0.05, 0.03, -0.06], [0.11, -0.01, -0.08], [0.29, 0.04, -0.27], [-0.01, 0.01, 0.00], [0.00, -0.01, -0.02], [0.02, -0.01, -0.01]]}

Entry 2:
{"formula": "C15H19NO4", "method": "ωB97M-V with the def2-TZVPD basis set", "homo_energy_ev": -8.0, "max_force_ha_per_bohr": 0.01671, "total_charge": 0, "smiles": "COc1ccc(OC[C@H](O)CNCc2ccco2)cc1", "e_above_lowest_ev": 3.2653, "e_tot_ha": -938.640794, "species": ["C", "O", "C", "C", "C", "C", "O", "C", "C", "O", "C", "N", "C", "C", "C", "C", "C", "O", "C", "C", "H", "H", "H", "H", "H", "H", "H", "H", "H", "H", "H", "H", "H", "H", "H", "H", "H", "H", "H"], "coordinates": [[-4.840, -0.820, 0.988], [-4.370, -0.333, -0.244], [-3.167, 0.315, -0.268], [-2.738, 0.762, -1.519], [-1.533, 1.411, -1.654], [-0.718, 1.638, -0.544], [0.447, 2.314, -0.799], [1.391, 2.473, 0.229], [2.152, 1.167, 0.531], [2.914, 1.283, 1.712], [3.035, 0.769, -0.664], [3.696, -0.512, -0.508], [2.983, -1.658, -1.049], [1.629, -1.926, -0.461], [1.242, -2.362, 0.774], [-0.174, -2.403, 0.753], [-0.542, -1.991, -0.489], [0.540, -1.695, -1.227], [-1.145, 1.199, 0.699], [-2.361, 0.544, 0.836], [-4.153, -1.558, 1.416], [-5.794, -1.299, 0.772], [-4.998, -0.011, 1.708], [-3.370, 0.583, -2.374], [-1.196, 1.758, -2.618], [0.929, 2.851, 1.150], [2.090, 3.229, -0.143], [1.431, 0.370, 0.737], [3.628, 1.914, 1.559], [3.816, 1.533, -0.781], [2.427, 0.760, -1.570], [3.905, -0.658, 0.476], [3.625, -2.531, -0.901], [2.859, -1.495, -2.123], [1.882, -2.621, 1.593], [-0.820, -2.703, 1.553], [-1.499, -1.863, -0.952], [-0.549, 1.351, 1.586], [-2.655, 0.215, 1.820]], "atomic_forces_ev_per_a": [[-0.07, -0.05, 0.14], [0.10, 0.10, -0.27], [0.12, 0.09, 0.07], [-0.09, -0.09, 0.16], [0.13, 0.01, 0.14], [-0.14, -0.05, 0.05], [-0.21, -0.10, -0.28], [0.30, -0.20, 0.45], [-0.38, 0.12, -0.71], [0.25, 0.12, 0.28], [-0.12, 0.02, 0.39], [0.19, -0.04, 0.20], [-0.11, 0.06, -0.02], [0.45, -0.35, 0.64], [0.28, 0.15, -0.60], [-0.29, 0.11, -0.43], [-0.39, -0.27, 0.70], [0.18, 0.14, -0.40], [0.33, 0.26, -0.15], [-0.44, -0.13, -0.08], [-0.01, 0.03, 0.01], [0.06, 0.02, 0.07], [0.03, -0.03, -0.01], [-0.07, -0.01, -0.12], [0.04, 0.04, -0.13], [0.06, -0.02, -0.09], [-0.04, -0.03, 0.09], [0.08, 0.10, -0.09], [-0.01, -0.01, 0.02], [-0.16, 0.14, -0.04], [0.03, 0.06, -0.04], [0.04, -0.01, -0.13], [-0.13, 0.03, -0.12], [0.04, -0.15, 0.03], [0.21, -0.05, 0.14], [-0.22, -0.04, 0.12], [-0.10, 0.08, -0.15], [0.11, 0.02, 0.06], [-0.06, -0.06, 0.08]]}

Record-wise E_LUMO values, in eV: -6.38 0.78
Record-wise Kohn-Sham gap values, in eV: 5.49 8.75